Below is a 7-piece molecular cluster, C51H104FNO8 overall, with properties calculated with ωB97M-V/def2-TZVPD.

Geometry as XYZ:
```
165
Properties=species:S:1:pos:R:3:forces:R:3:lowdin_charge:R:1
C 5.6900 -5.3469 0.0601 0.431 0.137 0.015 -0.085
C 6.4295 -3.9962 0.0886 -0.538 -0.239 -0.302 -0.256
C 5.9845 -3.0547 -1.0247 0.593 -0.055 -0.145 -0.235
C 6.6947 -1.7024 -0.9263 -0.849 -0.242 0.140 -0.218
C 5.9932 -0.7424 0.0340 0.046 0.194 -0.361 -0.203
C 4.8010 -0.0199 -0.6359 0.544 -0.305 0.017 -0.208
C 5.0638 1.4754 -0.7241 -0.861 0.134 -0.409 -0.214
C 3.8457 2.3049 -1.1749 0.575 0.214 0.491 -0.197
C 3.0326 2.7924 0.0209 -0.444 -0.023 -0.278 -0.216
C 2.0321 3.8897 -0.3272 -0.709 -0.851 0.155 -0.204
C 0.8680 3.3330 -1.1837 0.441 1.143 -0.265 -0.197
C -0.4788 3.3349 -0.4816 0.082 -0.224 0.348 -0.204
C -0.5086 2.5212 0.8250 -0.566 -0.590 -0.920 -0.188
C -1.0788 1.1250 0.5401 0.631 -0.321 0.749 -0.212
C -1.4688 0.3334 1.8091 -0.364 1.040 0.027 -0.175
C -2.9885 0.1692 1.9814 0.584 -0.994 0.324 -0.189
C -3.5790 -1.1060 1.3551 -0.487 1.040 -0.369 -0.185
C -3.2412 -1.3024 -0.1238 0.140 -0.372 0.332 -0.111
C -1.8964 -1.9599 -0.4724 -1.004 -0.382 -0.413 -0.261
O -2.1174 -2.6764 -1.7053 0.612 0.549 0.457 -0.057
C -1.0756 -2.5654 -2.6619 -0.597 -0.781 -0.998 -0.328
N -1.3829 -1.6022 -3.6979 0.526 0.389 -0.003 0.022
C -0.7443 -0.2858 -3.5349 -0.567 -0.426 0.187 -0.255
C 0.7242 -0.2934 -3.8956 0.024 -0.156 -0.080 -0.086
C -0.9121 -3.9673 -3.2819 0.314 0.237 -0.154 -0.351
C 0.0579 -3.9452 -4.4488 0.102 0.199 0.065 -0.025
O -2.1605 -4.4602 -3.7198 0.074 -0.427 -0.117 -0.134
C -2.7244 -5.4459 -2.8752 -0.061 0.232 0.220 -0.089
C -1.3541 -2.9570 0.5639 1.168 -0.103 -1.133 -0.300
C 0.1479 -3.2421 0.3700 -0.541 0.668 0.463 -0.006
F -2.0232 -4.1618 0.3624 -0.373 -0.029 0.605 -0.006
H 5.0890 -5.5252 0.9433 -0.184 0.048 0.001 0.033
H 5.0648 -5.4250 -0.8245 -0.225 -0.006 -0.035 0.072
H 6.4207 -6.1488 -0.0061 -0.012 -0.222 0.056 0.066
H 6.3258 -3.4928 1.0469 0.043 -0.061 0.225 0.098
H 7.4812 -4.2019 -0.0814 0.314 0.192 0.191 0.099
H 6.2846 -3.5273 -1.9602 -0.134 -0.074 -0.215 0.110
H 4.9015 -2.9433 -1.0674 -0.156 0.063 0.146 0.113
H 7.7175 -1.8984 -0.6137 0.244 0.178 -0.133 0.107
H 6.6629 -1.2333 -1.9071 0.462 0.100 -0.173 0.104
H 6.7061 0.0328 0.3098 0.113 -0.005 0.314 0.099
H 5.6902 -1.2688 0.9355 -0.014 0.000 0.202 0.103
H 3.8548 -0.2496 -0.1510 -0.119 0.121 0.172 0.108
H 4.7330 -0.4020 -1.6532 -0.303 -0.070 -0.180 0.103
H 5.3706 1.8457 0.2508 0.259 0.090 0.116 0.100
H 5.8653 1.6480 -1.4402 0.325 -0.082 0.103 0.114
H 4.2095 3.1741 -1.7241 -0.022 0.154 -0.083 0.105
H 3.2276 1.7402 -1.8676 -0.099 -0.142 -0.137 0.098
H 3.6879 3.1198 0.8206 0.237 0.150 0.086 0.092
H 2.4600 1.9496 0.4151 0.036 -0.159 0.166 0.104
H 2.5151 4.7329 -0.8037 0.168 0.107 -0.134 0.097
H 1.5834 4.2624 0.5917 0.182 0.222 0.167 0.103
H 0.7762 3.9982 -2.0421 -0.111 -0.130 -0.308 0.107
H 1.1264 2.3579 -1.5912 -0.133 -0.269 0.087 0.089
H -0.8183 4.3465 -0.2683 0.245 0.283 -0.101 0.108
H -1.2020 2.9266 -1.1839 -0.297 -0.063 -0.018 0.099
H -1.1312 3.0048 1.5706 0.013 0.176 0.242 0.108
H 0.4999 2.3818 1.1946 0.127 0.250 0.448 0.095
H -1.9322 1.2336 -0.1147 -0.174 -0.139 -0.268 0.092
H -0.2851 0.5659 0.0462 -0.065 -0.009 -0.528 0.099
H -1.1257 0.9396 2.6474 0.161 -0.048 0.215 0.101
H -0.9305 -0.6043 1.8898 -0.008 -0.263 -0.058 0.093
H -3.5017 1.0563 1.6222 -0.087 0.107 -0.129 0.095
H -3.1975 0.0911 3.0474 -0.118 0.195 0.187 0.105
H -4.6585 -0.9661 1.3990 -0.199 -0.111 0.059 0.109
H -3.3855 -1.9765 1.9701 0.235 -0.236 0.001 0.102
H -4.0233 -1.8872 -0.5986 -0.023 -0.281 -0.021 0.120
H -3.2669 -0.3326 -0.6099 -0.085 0.187 -0.184 0.108
H -1.1801 -1.1810 -0.6967 0.398 0.100 0.400 0.104
H -0.1128 -2.3019 -2.2324 0.080 0.144 0.308 0.133
H -2.3823 -1.5121 -3.8200 0.011 -0.166 0.077 0.127
H -1.2404 0.3849 -4.2302 -0.177 0.250 0.037 0.104
H -0.9168 0.0874 -2.5190 0.158 0.296 0.061 0.094
H 1.1816 0.6697 -3.6833 0.022 0.172 -0.082 0.062
H 1.3056 -1.0460 -3.3679 -0.030 -0.113 0.196 0.059
H 0.8029 -0.5218 -4.9556 0.191 0.053 -0.157 0.070
H -0.4707 -4.6347 -2.5414 -0.255 -0.063 0.436 0.133
H 0.5503 -4.9047 -4.5772 -0.152 -0.215 -0.138 0.078
H -0.4567 -3.6450 -5.3526 -0.084 -0.020 -0.179 0.081
H 0.8417 -3.2153 -4.2692 0.174 0.157 0.038 0.064
H -3.1555 -4.9862 -1.9896 -0.117 0.031 0.157 0.076
H -3.4909 -5.9769 -3.4264 -0.168 0.032 -0.206 0.082
H -1.9881 -6.1783 -2.5411 0.227 -0.050 -0.072 0.088
H -1.4792 -2.6317 1.5880 -0.505 0.016 0.108 0.116
H 0.2896 -4.1617 -0.1803 0.168 -0.141 -0.100 0.084
H 0.6091 -3.2884 1.3486 0.302 -0.449 0.088 0.067
H 0.6263 -2.4042 -0.1262 0.149 0.027 -0.274 0.073
C -5.2010 4.8262 3.2024 0.101 0.064 -0.062 -0.170
C -6.3389 4.8349 2.1866 -0.093 -0.023 0.099 -0.171
C -5.9710 3.6554 1.3011 0.094 -0.050 -0.117 -0.197
O -5.2842 2.7153 2.1387 -0.031 0.139 0.040 -0.159
C -4.9583 3.3347 3.3850 -0.098 -0.101 0.030 -0.209
H -5.4399 5.3328 4.1366 -0.011 -0.016 0.005 0.111
H -4.3153 5.3012 2.7734 0.002 -0.003 0.018 0.113
H -7.2905 4.6454 2.6897 -0.002 0.004 -0.016 0.113
H -6.4282 5.7668 1.6315 0.009 -0.015 -0.027 0.113
H -5.2914 3.9585 0.4976 -0.060 0.048 -0.035 0.121
H -6.8405 3.1761 0.8542 0.033 -0.046 -0.014 0.105
H -5.6127 2.9176 4.1585 0.037 0.041 0.057 0.117
H -3.9241 3.1012 3.6447 0.001 -0.057 -0.040 0.112
C 2.4800 -6.2677 4.0929 -0.122 0.056 -0.189 -0.167
C 1.2787 -6.9987 3.5000 0.157 -0.142 -0.055 -0.160
C 1.0045 -6.1760 2.2504 -0.117 0.122 0.020 -0.211
O 2.2630 -5.6562 1.8154 0.003 -0.006 0.066 -0.150
C 3.2406 -5.8591 2.8390 0.025 -0.199 -0.012 -0.214
H 3.0742 -6.8755 4.7718 0.005 0.026 0.026 0.113
H 2.1493 -5.3853 4.6340 0.029 0.009 0.059 0.095
H 1.5586 -8.0186 3.2238 -0.026 0.002 -0.002 0.113
H 0.4218 -7.0518 4.1702 -0.003 0.037 -0.003 0.113
H 0.3437 -5.3301 2.4694 -0.092 -0.079 0.020 0.105
H 0.5576 -6.7635 1.4472 0.031 0.061 -0.061 0.120
H 3.9195 -6.6535 2.5082 0.046 0.006 0.085 0.111
H 3.8191 -4.9435 2.9753 -0.026 0.025 -0.061 0.117
C -10.0936 3.9591 -2.4287 0.010 -0.149 0.007 -0.171
C -10.8366 4.3613 -1.1595 -0.041 0.137 -0.023 -0.171
C -9.7366 4.2619 -0.1129 0.078 -0.123 0.037 -0.210
O -8.5105 4.5728 -0.7812 -0.082 -0.014 -0.029 -0.158
C -8.7248 4.5814 -2.1960 0.016 0.148 0.007 -0.201
H -10.5663 4.3088 -3.3452 0.002 0.022 0.008 0.111
H -10.0085 2.8713 -2.4823 0.006 0.009 -0.016 0.114
H -11.1853 5.3933 -1.2423 -0.005 -0.008 0.016 0.114
H -11.6944 3.7301 -0.9325 0.016 -0.020 0.003 0.112
H -9.6619 3.2454 0.2895 -0.066 0.005 0.029 0.117
H -9.8785 4.9534 0.7187 0.066 0.017 0.000 0.116
H -8.6970 5.6203 -2.5417 -0.008 -0.021 -0.065 0.117
H -7.9200 4.0323 -2.6856 0.041 0.003 0.061 0.117
C 5.3173 7.2489 2.1778 0.048 -0.079 0.109 -0.170
C 6.0100 6.7730 0.9059 -0.023 0.103 -0.101 -0.167
C 5.2105 5.5230 0.5675 -0.023 -0.101 0.088 -0.206
O 3.8803 5.7498 1.0426 0.224 0.174 0.132 -0.165
C 3.8638 6.9070 1.8833 -0.062 0.058 -0.117 -0.195
H 5.4681 8.3059 2.3923 -0.010 0.004 -0.019 0.111
H 5.6735 6.6728 3.0350 -0.011 0.013 0.004 0.114
H 5.8939 7.5192 0.1164 0.011 -0.015 -0.005 0.115
H 7.0732 6.5736 1.0311 -0.006 -0.019 0.015 0.112
H 5.6144 4.6420 1.0791 0.067 0.002 -0.044 0.116
H 5.1797 5.3159 -0.5035 -0.064 -0.029 0.005 0.117
H 3.3674 7.7192 1.3411 0.006 0.042 0.057 0.119
H 3.2881 6.6896 2.7836 -0.030 -0.055 -0.031 0.118
C -1.1700 0.7604 -7.9476 -0.049 -0.064 0.140 -0.170
C -2.4209 1.5199 -8.3759 0.023 0.044 -0.129 -0.172
C -2.4226 2.6881 -7.3997 0.004 -0.039 0.140 -0.208
O -1.0533 2.9646 -7.0946 -0.046 -0.086 -0.030 -0.142
C -0.2309 1.8992 -7.5773 0.058 0.075 -0.098 -0.206
H -0.7626 0.1102 -8.7203 0.002 0.015 -0.011 0.112
H -1.3870 0.1488 -7.0677 0.023 -0.013 -0.014 0.106
H -2.3041 1.8848 -9.3992 -0.017 0.004 0.007 0.113
H -3.3334 0.9275 -8.3285 0.005 -0.004 0.026 0.111
H -2.9374 2.4264 -6.4685 -0.064 -0.008 -0.035 0.114
H -2.8877 3.5846 -7.8113 0.047 0.039 0.025 0.115
H 0.3210 2.2607 -8.4520 0.036 -0.071 -0.006 0.117
H 0.4884 1.6189 -6.8063 -0.011 0.072 0.040 0.108
C 2.3767 -3.5105 8.6961 -0.075 -0.084 0.093 -0.171
C 3.8195 -3.9985 8.7605 0.082 0.104 -0.068 -0.171
C 3.7650 -5.2414 7.8840 -0.084 -0.113 0.034 -0.200
O 2.7584 -4.9991 6.8958 0.041 0.135 0.268 -0.168
C 2.0038 -3.8378 7.2577 0.075 0.059 -0.115 -0.204
H 2.2581 -2.4544 8.9334 0.013 0.005 -0.019 0.112
H 1.7563 -4.0868 9.3863 -0.010 0.014 -0.009 0.114
H 4.4852 -3.2543 8.3172 0.009 -0.014 0.008 0.114
H 4.1689 -4.2083 9.7702 -0.017 -0.018 0.002 0.111
H 3.4731 -6.1240 8.4633 0.057 0.005 0.039 0.118
H 4.7131 -5.4515 7.3876 -0.033 -0.014 -0.060 0.118
H 2.2812 -3.0222 6.5807 -0.048 0.043 0.032 0.119
H 0.9404 -4.0454 7.1319 0.014 -0.055 -0.039 0.118
```
Forces are in eV/Å.

Properties
spin multiplicity	1
HOMO energy	-0.3113	hartree
SMILES	CCCCCCCCCCCCCCCCCC[C@H](O[C@H](NCC)[C@H](C)OC)[C@H](C)F.C1CCOC1.C1CCOC1.C1CCOC1.C1CCOC1.C1CCOC1.C1CCOC1
LUMO energy	0.580	eV
HOMO-LUMO gap	9.05	eV
F_max	1.63	eV/Å